(1)
Formula: C7H25B2FN8O6
Source: the OMol25 dataset
Level of theory: wB97M-V/def2-TZVPD

Geometry (Å):
C1 -1.485564 -2.551550 2.333511
O1 -2.351652 -1.436863 2.136726
B1 -2.035177 -0.191154 2.626968
O2 -1.677473 -0.097202 3.962699
B2 -2.015356 1.161095 1.584596
C2 -0.871174 1.302173 0.484895
C3 0.243128 0.277501 0.579658
F1 -1.555823 1.181752 -0.767666
H1 -2.077821 -3.460314 2.203693
H2 -0.683955 -2.537022 1.584348
H3 -1.063045 -2.550692 3.345163
H4 -1.662677 0.803065 4.293185
H5 -2.839087 2.028703 1.634517
H6 -0.445111 2.314413 0.478104
H7 1.159128 0.609757 0.078394
H8 0.491404 0.074151 1.628151
H9 -0.049637 -0.663760 0.102831
C4 1.938652 -3.245400 -0.862350
O3 1.152055 -2.477224 -0.317267
N1 1.699790 -3.772289 -2.097739
N2 3.092971 -3.610880 -0.251531
H10 2.335162 -4.392339 -2.561736
H11 0.851951 -3.501468 -2.559074
H12 3.263424 -3.173592 0.639672
H13 3.768164 -4.241011 -0.638930
C5 -1.565234 1.110266 -4.728596
O4 -1.326455 1.262050 -5.912193
N3 -0.613997 1.224534 -3.753798
N4 -2.821187 0.820633 -4.260792
H14 -0.817237 1.092017 -2.779805
H15 0.322999 1.438225 -4.039887
H16 -3.553161 0.728477 -4.939384
H17 -3.024533 0.678122 -3.288933
C6 -1.215722 5.274549 -1.879382
O5 -0.923093 6.446032 -1.722887
N5 -1.463582 4.730290 -3.107901
N6 -1.311751 4.396934 -0.830030
H18 -1.670614 3.759040 -3.254870
H19 -1.392361 5.340175 -3.900343
H20 -1.120917 4.757769 0.085101
H21 -1.574376 3.435282 -0.948543
C7 3.381569 -1.777050 3.271244
O6 4.008879 -1.731665 2.224146
N7 3.979405 -1.665610 4.491875
N8 2.024778 -1.938993 3.277443
H22 3.475500 -1.693978 5.357188
H23 4.974201 -1.540949 4.504909
H24 1.571017 -2.017692 2.380847
H25 1.473594 -1.978307 4.113774

Atoms 1-3, force components in eV/Å:
-0.1 -0.2 0.2
0.5 0.5 -0.3
-0.1 -0.2 0.3

Computed properties:
HOMO energy: -9.707 eV
2S+1: 1
frontier orbital gap: 9.0898 eV
E_LUMO: -0.62 eV

In elementary charge units, the Mulliken charges are: number 1, C, carries -0.29; number 2, O, carries -0.56; number 3, B, carries 0.57; number 4, O, carries -0.61; number 5, B, carries 0.37; number 6, C, carries 0.40; number 7, C, carries -1.35; number 8, F, carries -0.39; number 9, H, carries 0.26; number 10, H, carries 0.01; number 11, H, carries 0.21; number 12, H, carries 0.29; number 13, H, carries -0.11; number 14, H, carries 0.12; number 15, H, carries 0.44; number 16, H, carries 0.30; number 17, H, carries 0.32; number 18, C, carries 0.56; number 19, O, carries -0.55; number 20, N, carries -0.43; number 21, N, carries -0.31; number 22, H, carries 0.16; number 23, H, carries 0.22; number 24, H, carries 0.15; number 25, H, carries 0.16; number 26, C, carries 0.55; number 27, O, carries -0.67; number 28, N, carries -0.27; number 29, N, carries -0.30; number 30, H, carries 0.18; number 31, H, carries 0.18; number 32, H, carries 0.20; number 33, H, carries 0.17; number 34, C, carries 0.49; number 35, O, carries -0.65; number 36, N, carries -0.30; number 37, N, carries -0.23; number 38, H, carries 0.19; number 39, H, carries 0.18; number 40, H, carries 0.14; number 41, H, carries 0.22; number 42, C, carries 0.64; number 43, O, carries -0.67; number 44, N, carries -0.40; number 45, N, carries -0.20; number 46, H, carries 0.16; number 47, H, carries 0.24; number 48, H, carries 0.02; number 49, H, carries 0.19

***

(2)
Formula: C7H25BeN12O9
Source: the OMol25 dataset
Level of theory: wB97M-V/def2-TZVPD

Geometry (Å):
Be1 -11.768025 -3.797766 2.873398
O1 -8.102690 -5.430134 1.405809
C1 -9.140900 -4.901165 1.928456
O2 -9.385099 -3.687500 1.918490
O3 -9.954161 -5.550205 2.506731
H1 -8.177429 -6.310971 1.780183
C2 -10.851170 -9.347179 4.533815
O4 -12.063416 -9.453166 4.672286
N1 -9.937189 -10.168443 4.888267
N2 -10.198134 -8.431010 3.854499
H2 -9.037879 -10.086434 4.435912
H3 -10.245314 -11.006562 5.360190
H4 -9.255075 -8.582868 3.526362
H5 -10.665893 -7.560574 3.645624
C3 -6.655667 -8.028462 4.212538
O5 -7.302516 -8.305080 3.190888
N3 -6.896377 -6.991285 4.864667
N4 -5.596843 -8.529910 4.767153
H6 -7.714548 -6.530118 4.493154
H7 -6.286251 -6.601441 5.568841
H8 -5.212389 -8.049461 5.568068
H9 -5.212244 -9.334531 4.293051
C4 -9.688914 -4.059397 -2.462672
O6 -10.374580 -4.125591 -3.493650
N5 -10.134412 -3.822107 -1.306791
N6 -8.349583 -4.144343 -2.300591
H10 -9.465684 -3.894151 -0.553323
H11 -11.118772 -3.625825 -1.194523
H12 -8.065770 -4.326143 -1.348489
H13 -7.771205 -4.441308 -3.073498
C5 -9.867958 -1.376216 4.429672
O7 -10.841970 -1.792374 3.928390
N7 -9.650991 -0.178562 4.913504
N8 -8.663801 -1.986554 4.377419
H14 -8.827423 -0.105288 5.493563
H15 -10.334590 0.554686 4.790427
H16 -7.785029 -1.493425 4.445846
H17 -8.757201 -2.791616 3.774707
C6 -3.928376 -5.932156 -0.407323
O8 -3.972845 -7.131805 -0.644674
N9 -4.877283 -5.189457 0.074844
N10 -2.801932 -5.290807 -0.383950
H18 -5.749187 -5.687109 0.185473
H19 -4.742999 -4.292864 0.520012
H20 -2.116740 -5.925255 -0.768797
H21 -2.740958 -4.323150 -0.101071
C7 -7.260916 -1.145559 -0.059429
O9 -6.727447 -0.280474 -0.753998
N11 -6.785285 -2.344623 0.163973
N12 -8.332915 -0.903812 0.592613
H22 -7.198818 -2.904915 0.895518
H23 -5.936583 -2.578802 -0.330968
H24 -8.925672 -0.186371 0.200171
H25 -8.710562 -1.560231 1.260890

Atoms 1-3, force components in eV/Å:
4.7 0.4 0.1
1.6 -0.5 -0.6
-0.7 4.1 -0.3

Computed properties:
energy above the lowest of the compared OMol25 structures with the same formula, charge and spin: 11.262 eV
HOMO energy: -11.701 eV
total charge: +1
2S+1: 1
frontier orbital gap: 2.4345 eV
E_LUMO: -9.27 eV

In elementary charge units, the Mulliken charges are: number 1, Be, carries 1.22; number 2, O, carries -0.12; number 3, C, carries 0.67; number 4, O, carries -0.70; number 5, O, carries -0.61; number 6, H, carries 0.20; number 7, C, carries 0.62; number 8, O, carries -0.65; number 9, N, carries -0.30; number 10, N, carries -0.10; number 11, H, carries 0.15; number 12, H, carries 0.23; number 13, H, carries 0.16; number 14, H, carries 0.07; number 15, C, carries 0.73; number 16, O, carries -0.81; number 17, N, carries -0.35; number 18, N, carries -0.40; number 19, H, carries 0.22; number 20, H, carries 0.16; number 21, H, carries 0.15; number 22, H, carries 0.26; number 23, C, carries 0.53; number 24, O, carries -0.69; number 25, N, carries -0.19; number 26, N, carries -0.28; number 27, H, carries 0.09; number 28, H, carries 0.16; number 29, H, carries 0.14; number 30, H, carries 0.23; number 31, C, carries 0.61; number 32, O, carries -0.47; number 33, N, carries -0.41; number 34, N, carries -0.47; number 35, H, carries 0.21; number 36, H, carries 0.23; number 37, H, carries 0.27; number 38, H, carries 0.18; number 39, C, carries 0.66; number 40, O, carries -0.67; number 41, N, carries -0.28; number 42, N, carries -0.41; number 43, H, carries 0.08; number 44, H, carries 0.18; number 45, H, carries 0.25; number 46, H, carries 0.18; number 47, C, carries 0.63; number 48, O, carries -0.68; number 49, N, carries -0.11; number 50, N, carries -0.32; number 51, H, carries 0.06; number 52, H, carries 0.11; number 53, H, carries 0.20; number 54, H, carries 0.17

***

(3)
Formula: C7H25NO7
Source: the OMol25 dataset
Level of theory: wB97M-V/def2-TZVPD

Geometry (Å):
C1 -1.741827 1.413383 -0.614709
C2 -0.315290 1.098117 -0.184067
C3 -0.325605 0.325962 1.108503
C4 -0.447717 0.839629 2.392673
N1 0.140794 -0.059454 3.231345
C5 0.600667 -1.157973 2.559974
C6 0.353648 -0.950524 1.133753
C7 0.807513 -1.700270 0.056658
H1 -2.187951 0.295968 -0.772122
H2 -2.494999 1.785200 0.100374
H3 -1.745694 2.099811 -1.521123
H4 0.205108 2.039040 -0.009326
H5 0.234450 0.607099 -1.052872
H6 -0.726935 1.878830 2.763057
H7 0.486905 0.183802 4.085852
H8 0.981441 -2.050282 3.076468
H9 0.459784 -1.575506 -0.996598
H10 1.948652 -1.474797 -0.086769
H11 0.568373 -2.790699 0.289131
H12 1.146780 2.596232 0.838074
H13 1.796824 3.763826 1.404620
O1 0.979662 3.268041 1.424952
H14 2.432811 0.571144 -2.488886
H15 3.934693 0.477029 -2.193592
O2 3.144301 1.036689 -2.272625
H16 -3.166826 -2.185949 -0.865244
H17 -2.885632 -1.819405 0.585758
O3 -2.649416 -2.442936 -0.052332
H18 -1.264298 -2.751415 -3.336363
H19 -1.433487 -2.189939 -1.806020
O4 -1.119372 -2.065134 -2.685774
H20 -3.534111 -1.518804 2.600305
H21 -2.555210 -0.577611 1.880854
O5 -3.507968 -0.837710 1.974738
H22 1.457178 -1.275172 -3.580215
H23 0.741622 -1.121961 -2.281492
O6 1.528517 -0.867826 -2.748772
H24 3.101609 2.978073 -0.919632
H25 2.521297 1.624797 -0.729550
O7 2.529691 2.530698 -0.309007

Atoms 1-3, force components in eV/Å:
-1.4 -2.2 -1.6
-0.8 0.9 0.0
1.7 -0.5 -0.9

Computed properties:
energy above the lowest of the compared OMol25 structures with the same formula, charge and spin: 4.280 eV
HOMO energy: -7.877 eV
2S+1: 1
frontier orbital gap: 8.2657 eV
E_LUMO: 0.39 eV

In elementary charge units, the Mulliken charges are: number 1, C, carries -1.40; number 2, C, carries 0.26; number 3, C, carries 0.91; number 4, C, carries -0.50; number 5, N, carries 0.01; number 6, C, carries -1.34; number 7, C, carries 0.94; number 8, C, carries 0.06; number 9, H, carries 0.13; number 10, H, carries 0.31; number 11, H, carries 0.39; number 12, H, carries 0.17; number 13, H, carries -0.41; number 14, H, carries 0.29; number 15, H, carries 0.21; number 16, H, carries 0.40; number 17, H, carries -0.97; number 18, H, carries 0.15; number 19, H, carries 0.31; number 20, H, carries 0.60; number 21, H, carries 0.25; number 22, O, carries -0.60; number 23, H, carries 0.38; number 24, H, carries 0.28; number 25, O, carries -0.66; number 26, H, carries 0.33; number 27, H, carries 0.29; number 28, O, carries -0.67; number 29, H, carries 0.27; number 30, H, carries 0.34; number 31, O, carries -0.62; number 32, H, carries 0.30; number 33, H, carries 0.41; number 34, O, carries -0.75; number 35, H, carries 0.21; number 36, H, carries 0.32; number 37, O, carries -0.61; number 38, H, carries 0.26; number 39, H, carries 0.43; number 40, O, carries -0.71